# 1
{"formula": "C6H8AgO6", "method": "the ωB97M-V functional and the def2-TZVPD basis", "largest_force_ev_per_a": 3.7, "spin_multiplicity": 2, "relative_energy_ev": 2.526, "lumo_ev": [-0.02, -2.32], "orbital_gap_ha": [0.32851, 0.23809], "energy_ev": -22630.581, "elements": ["O", "C", "C", "O", "O", "C", "H", "H", "H", "H", "H", "O", "O", "C", "C", "O", "C", "H", "H", "H", "Ag"], "xyz": [[-0.7581, -2.4570, -0.4499], [-1.9250, 0.8590, 0.2587], [-1.1877, -1.9068, -1.6362], [-2.7880, 1.4857, 0.8198], [-2.1491, 0.2505, -0.8842], [-1.1422, -0.3863, -1.7118], [-2.2270, -2.2182, -1.8657], [-0.5716, -2.2422, -2.4980], [-1.3755, -0.0522, -2.7300], [-0.1504, 0.0091, -1.4518], [3.3450, 0.5171, 1.1015], [-0.5757, -0.3973, 1.7533], [1.7337, -0.5121, 0.2358], [2.3577, 0.6551, 0.6211], [1.5052, 1.4374, 1.6101], [0.1841, 1.6105, 1.0261], [-0.5925, 0.5645, 0.9680], [2.4930, 1.2851, -0.2806], [1.8833, 2.4552, 1.7476], [1.4088, 0.9276, 2.5760], [0.5319, -1.8846, 0.7903]]}


# 2
{"formula": "C6H8Br4F6O6S2Ti", "method": "the ωB97M-V functional and the def2-TZVPD basis", "largest_force_ev_per_a": 2.5, "spin_multiplicity": 4, "total_charge": -1, "relative_energy_ev": 0.000, "lumo_ev": [2.05, 1.93], "orbital_gap_ha": [0.19675, 0.33324], "energy_ev": -359899.500, "elements": ["Ti", "C", "F", "F", "F", "S", "O", "O", "O", "C", "F", "F", "F", "S", "O", "O", "O", "Br", "C", "C", "Br", "H", "H", "H", "H", "Br", "C", "C", "Br", "H", "H", "H", "H"], "xyz": [[-1.8857, 0.5709, -0.6994], [0.9376, -2.1616, -3.4653], [1.7323, -3.2266, -3.6011], [1.6834, -1.0590, -3.4910], [0.0929, -2.1342, -4.5085], [-0.0658, -2.3093, -1.9174], [0.8716, -2.5380, -0.8605], [-0.7539, -1.0127, -1.8961], [-0.9218, -3.4267, -2.1842], [-2.7831, -1.2952, 3.5009], [-4.0823, -1.0884, 3.2999], [-2.2448, -0.1371, 3.9069], [-2.6259, -2.1737, 4.4785], [-2.0300, -1.9356, 1.9457], [-0.6629, -2.2853, 2.2591], [-2.8123, -3.0938, 1.6307], [-2.1850, -0.8124, 1.0043], [2.2870, 2.0721, -3.0765], [1.5568, 3.6047, -2.1526], [0.2223, 4.0417, -2.6809], [-1.3022, 2.6627, -2.1857], [2.2559, 4.4369, -2.2593], [1.5192, 3.4042, -1.0832], [0.2232, 4.2449, -3.7484], [-0.0905, 4.9213, -2.1197], [0.4327, 1.4152, 0.8884], [0.7388, 0.4670, 2.5720], [1.9976, -0.3445, 2.4222], [2.5769, -1.0192, 4.1521], [-0.1269, -0.1530, 2.7485], [0.8333, 1.2734, 3.2913], [2.8019, 0.2856, 2.0582], [1.8094, -1.1939, 1.7710]]}


# 3
{"formula": "C6H8BrF", "method": "the ωB97M-V functional and the def2-TZVPD basis", "largest_force_ev_per_a": 3.6, "relative_energy_ev": 1.647, "lumo_ev": [-2.00, -2.73], "orbital_gap_ha": [0.23098, 0.17540], "energy_ev": -79107.103, "elements": ["C", "C", "C", "C", "C", "C", "F", "Br", "H", "H", "H", "H", "H", "H", "H", "H"], "xyz": [[0.5799, 0.1094, -0.4992], [-0.2628, 1.0123, -0.6248], [0.2311, -2.2789, -0.3317], [-1.5176, 3.0849, -0.2022], [1.2832, -1.1610, -0.4170], [-0.8067, 2.1699, -1.1388], [-0.6307, 2.4529, -2.3824], [-3.2740, -0.1700, -0.7986], [-0.7244, -1.9994, -0.8752], [-0.0506, -2.5078, 0.7867], [0.5311, -3.3065, -0.7088], [-0.7571, 3.8273, 0.1899], [-2.1016, 2.6623, 0.6907], [-2.2371, 3.6044, -0.7961], [1.7186, -1.1980, 0.6198], [2.0473, -1.3779, -1.1524]]}


# 4
{"formula": "C6H8BrF", "method": "the ωB97M-V functional and the def2-TZVPD basis", "largest_force_ev_per_a": 4.8, "relative_energy_ev": 2.057, "smiles": "CC1=C(F)C1.C=CBr", "lumo_ev": 0.78, "orbital_gap_ha": 0.36778, "energy_ev": -79106.693, "elements": ["C", "C", "C", "F", "C", "H", "H", "H", "H", "H", "C", "C", "Br", "H", "H", "H"], "xyz": [[-0.4953, 3.5476, 1.4530], [-0.7334, 2.0995, 1.0895], [-0.5015, 0.8123, 1.1572], [0.4558, -0.2018, 1.2570], [-1.7445, 1.2162, 0.4023], [0.1628, 3.9340, 0.7359], [0.0609, 3.6657, 2.4112], [-1.2923, 4.3140, 1.4172], [-1.7016, 1.1937, -0.6197], [-2.6239, 0.8817, 0.7571], [2.0018, -2.0646, 0.4884], [0.9630, -2.9188, 0.3616], [-0.1099, -2.9662, -1.2597], [2.2392, -1.4455, -0.2884], [2.5482, -2.0059, 1.5100], [0.5855, -3.6674, 1.1640]]}


# 5
{"formula": "C6H8BrIN", "method": "the ωB97M-V functional and the def2-TZVPD basis", "largest_force_ev_per_a": 4.4, "total_charge": 1, "relative_energy_ev": 0.000, "lumo_ev": -5.35, "orbital_gap_ha": 0.29011, "energy_ev": -85977.235, "elements": ["C", "C", "C", "C", "C", "C", "N", "Br", "I", "H", "H", "H", "H", "H", "H", "H", "H"], "xyz": [[0.5074, 1.7039, 0.2263], [0.5675, 1.6702, 1.5776], [0.2735, 0.4409, -0.5167], [0.1762, 0.4255, 2.3222], [-0.4425, -0.6327, 0.2231], [-0.2969, -0.6686, 1.6453], [-1.1206, -1.6283, -0.3750], [-0.7424, -2.3520, 2.4781], [-0.3553, -0.9757, -4.4814], [0.8612, 2.4772, -0.4612], [1.0001, 2.5860, 2.1057], [-0.2867, 0.5479, -1.5053], [0.4063, 0.3141, 3.3832], [1.3003, 0.1446, -0.6770], [-1.2827, -1.5587, -1.3579], [-1.5260, -2.3595, 0.1137], [0.9607, -0.1347, -4.7007]]}


# 6
{"formula": "C6H8BrN2", "method": "the ωB97M-V functional and the def2-TZVPD basis", "largest_force_ev_per_a": 5.6, "total_charge": 1, "relative_energy_ev": 2.827, "smiles": "CC[n+]1cccnc1Br", "lumo_ev": -5.08, "orbital_gap_ha": 0.34856, "energy_ev": -79364.830, "elements": ["C", "C", "N", "C", "C", "C", "N", "C", "Br", "H", "H", "H", "H", "H", "H", "H", "H"], "xyz": [[-0.9977, -2.1418, -0.3378], [-0.4015, -1.1062, -1.1874], [0.0896, -0.0777, -0.2520], [1.2778, 0.2624, 0.1504], [1.6474, 1.4173, 0.9393], [0.7518, 2.3758, 1.1460], [-0.5499, 2.1899, 0.7365], [-1.0752, 1.1875, 0.2511], [-2.7800, 0.8584, -0.3388], [-0.3962, -2.2978, 0.5090], [-0.9849, -3.0012, -0.9504], [-1.8806, -2.0161, 0.1678], [-0.9026, -0.4792, -2.0580], [0.5474, -1.4655, -1.6129], [2.0365, -0.3669, -0.0987], [2.7511, 1.3775, 1.2830], [0.8670, 3.2835, 1.6529]]}


# 7
{"formula": "C6H8BrNO", "method": "the ωB97M-V functional and the def2-TZVPD basis", "largest_force_ev_per_a": 4.7, "relative_energy_ev": 3.476, "lumo_ev": 0.55, "orbital_gap_ha": 0.30887, "energy_ev": -79926.654, "elements": ["C", "C", "C", "C", "C", "C", "N", "O", "Br", "H", "H", "H", "H", "H", "H", "H", "H"], "xyz": [[-0.8704, -1.3152, -1.0438], [-1.2793, -2.2319, -0.1611], [-0.5894, -1.1345, 1.7676], [-0.3626, 0.0615, -0.7310], [0.6889, 0.1253, 0.3724], [1.1883, 2.3235, 0.0884], [-1.2251, -2.0268, 1.2149], [0.7200, 1.3408, 0.9773], [2.3687, -0.8680, -0.0164], [-1.0545, -1.6075, -2.0041], [-1.6450, -3.0860, -0.6267], [-0.3566, -0.7939, 2.7581], [-0.2048, 0.7142, -1.7021], [-1.2445, 0.7346, -0.3980], [1.8800, 1.8972, -0.7994], [1.6859, 3.2158, 0.6356], [0.3004, 2.6510, -0.3316]]}


# 8
{"formula": "C6H8BrNO2", "method": "the ωB97M-V functional and the def2-TZVPD basis", "largest_force_ev_per_a": 3.4, "relative_energy_ev": 5.351, "smiles": "C=C/C=C/C[C@@H](Br)[N+](=O)[O-]", "lumo_ev": 0.14, "orbital_gap_ha": 0.34383, "energy_ev": -81973.883, "elements": ["C", "C", "C", "C", "C", "C", "Br", "N", "O", "O", "H", "H", "H", "H", "H", "H", "H", "H"], "xyz": [[-2.5098, 1.2692, 0.1032], [-1.7915, 0.1416, 0.3274], [-0.3814, 0.0730, -0.1455], [0.5718, -0.7738, 0.2024], [1.9324, -0.9398, -0.4237], [2.8533, -0.0246, 0.3567], [4.6937, -0.3032, 0.0152], [2.7442, 1.4768, -0.2067], [2.0177, 2.2124, 0.4332], [3.4816, 1.7174, -1.1321], [-3.5166, 1.3953, 0.3443], [-2.2001, 2.1841, -0.4582], [-2.3563, -0.7042, 0.5110], [-0.2794, 0.8189, -0.9036], [0.3370, -1.5470, 1.0420], [2.1669, -2.0192, -0.1483], [1.7665, -0.6923, -1.4252], [2.5112, 0.1064, 1.3602]]}


# 9
{"formula": "C6H8Cl2F3N2", "method": "the ωB97M-V functional and the def2-TZVPD basis", "largest_force_ev_per_a": 4.4, "total_charge": 1, "relative_energy_ev": 2.724, "lumo_ev": -8.19, "orbital_gap_ha": 0.18448, "energy_ev": -42518.132, "elements": ["C", "C", "C", "C", "C", "C", "N", "N", "F", "F", "F", "Cl", "Cl", "H", "H", "H", "H", "H", "H", "H", "H"], "xyz": [[1.6900, -0.6684, 0.6354], [1.2582, 0.6982, 0.4406], [-1.6279, 1.9751, -1.0759], [-0.1042, 2.0379, -1.0147], [3.9696, -4.3353, 0.7537], [-2.2471, 1.9092, 0.3008], [1.8701, -1.8371, 0.5949], [0.4341, 0.7970, -0.5004], [-3.5713, 2.0447, 0.2595], [-2.0561, 0.7059, 0.9158], [-1.7621, 2.8583, 1.0721], [-4.4216, -1.1791, -0.3016], [3.5286, -5.4850, -0.3373], [1.5442, 1.4617, 1.2173], [-2.0346, 2.9449, -1.5862], [-1.8340, 0.9354, -1.5261], [0.1921, 2.8703, -0.2782], [0.3413, 2.0314, -2.0084], [3.3988, -4.3641, 1.5966], [4.8202, -3.6884, 0.5644], [-3.3882, -1.7126, 0.2779]]}


# 10
{"formula": "C6H8Cl8F18NO4P2S2V", "method": "the ωB97M-V functional and the def2-TZVPD basis", "largest_force_ev_per_a": 3.9, "spin_multiplicity": 4, "total_charge": -1, "relative_energy_ev": 8.329, "lumo_ev": [-3.23, -2.00], "orbital_gap_ha": [0.19564, 0.24114], "energy_ev": -231069.880, "elements": ["V", "P", "F", "F", "F", "F", "F", "F", "P", "F", "F", "F", "F", "F", "F", "C", "F", "F", "F", "S", "O", "O", "N", "S", "O", "O", "C", "F", "F", "F", "C", "Cl", "Cl", "H", "H", "C", "Cl", "Cl", "H", "H", "C", "Cl", "Cl", "H", "H", "C", "Cl", "Cl", "H", "H"], "xyz": [[-2.5504, 1.8575, -0.2758], [-4.7073, -0.4649, -2.4828], [-6.3364, -0.3511, -2.4014], [-4.6014, -0.6113, -4.0504], [-4.6391, 1.1205, -2.4192], [-3.0749, -0.4701, -2.3606], [-4.6684, -0.3192, -0.8769], [-4.8075, -2.1334, -2.3080], [-2.9973, 5.4437, 1.3294], [-2.7486, 6.9686, 0.9627], [-2.6014, 5.9377, 2.8342], [-4.4645, 5.9925, 1.7111], [-3.4017, 3.9594, 1.8445], [-3.4152, 4.9444, -0.1833], [-1.4717, 4.9672, 1.0039], [1.4728, -1.1430, -0.1712], [1.1483, -0.7410, -1.4221], [0.6891, -2.1370, 0.2317], [2.7527, -1.5325, -0.1054], [1.1640, 0.2963, 1.0815], [2.1022, 0.1096, 2.1884], [1.3198, 1.5195, 0.3017], [-0.5759, 0.1499, 1.3677], [-0.4950, -0.5401, 2.8576], [0.1516, -1.8320, 2.9499], [-0.1183, 0.4745, 3.8741], [-2.3501, -0.9626, 3.1427], [-3.0925, 0.0913, 2.9358], [-2.6854, -1.9881, 2.3676], [-2.5795, -1.3691, 4.4315], [4.0744, -1.0267, 6.4113], [5.2253, -0.7060, 7.7360], [3.9992, -2.7326, 6.0405], [3.1365, -0.5787, 6.7398], [4.4275, -0.6056, 5.4700], [-1.3345, -5.2834, -2.7569], [-2.2931, -6.6046, -3.3611], [0.3470, -5.3331, -3.3722], [-1.7738, -4.3527, -3.1159], [-1.3211, -5.3133, -1.6674], [7.6286, -3.3696, -3.3052], [7.2014, -3.8921, -4.9599], [8.3531, -4.7339, -2.4086], [8.3305, -2.5525, -3.4713], [6.7230, -2.9571, -2.8605], [1.1150, 4.5303, -3.8474], [0.5300, 6.0373, -4.6497], [-0.2045, 3.4371, -3.5228], [1.7972, 4.0527, -4.5507], [1.6203, 4.7477, -2.9063]]}